Computed, not measured: C17H16ClN3O3S2 in the gas phase, with wB97M-V/def2-TZVPD.

XYZ file:
```
42
Properties=species:S:1:pos:R:3:forces:R:3:mulliken_charge:R:1
C 1.3096 -1.6118 -0.1245 0.2 -0.1 0.5 -1.14
N 0.9634 -1.1057 -1.4327 0.2 1.2 0.2 0.06
C 0.2536 -1.9215 -2.3181 -0.5 -0.5 -0.8 -0.13
C 0.2760 -1.6400 -3.6842 0.0 0.0 0.0 -0.50
C -0.4086 -2.4488 -4.5708 0.0 0.0 0.1 -0.67
C -1.1076 -3.5618 -4.1325 0.0 -0.1 0.1 -0.50
C -1.1120 -3.8448 -2.7780 0.1 0.2 -0.2 0.05
Cl -1.9741 -5.2257 -2.1926 -0.1 -0.2 0.1 -0.22
C -0.4469 -3.0414 -1.8677 0.1 0.2 0.1 0.10
S 0.7511 0.5651 -1.4364 -0.2 0.0 0.1 1.43
O 0.5009 1.0197 -2.7662 -0.2 -0.2 -0.1 -0.75
O 1.8656 1.1223 -0.7256 -0.1 -0.1 0.2 -0.63
C -0.7169 0.7973 -0.4236 0.6 0.0 -0.3 0.41
C -1.8326 0.0033 -0.6131 -0.1 -0.1 -0.1 -0.22
C -2.9139 0.1443 0.2433 0.1 -0.1 -0.1 -0.93
C -2.8563 1.0514 1.2875 0.2 0.2 0.1 -0.72
C -1.7282 1.8459 1.4734 -0.2 -0.1 -0.4 0.07
C -1.7325 2.8322 2.5878 0.0 0.0 0.0 0.05
O -2.7342 3.4106 2.9405 -0.2 0.0 0.0 -0.61
N -0.5319 3.1078 3.2024 -0.4 0.6 0.4 -0.06
C 0.6997 2.5164 3.0990 0.8 -1.0 -0.2 0.44
N 1.7684 3.1671 3.2230 -0.5 0.9 -0.1 -0.66
C 2.9590 2.3774 3.1798 0.2 -0.4 0.2 -0.64
C 2.6347 0.9897 2.5943 -0.2 0.0 -0.2 -0.14
S 0.8591 0.7359 2.9107 0.3 0.1 0.4 -0.11
C -0.6625 1.7365 0.5842 -0.1 0.2 0.0 -0.42
H 1.7350 -2.6093 -0.2223 0.0 0.0 0.0 0.46
H 2.0635 -0.9417 0.2804 0.0 -0.2 0.2 0.29
H 0.4569 -1.6384 0.5629 0.0 -0.1 0.0 0.40
H 0.8181 -0.7790 -4.0338 0.1 0.0 -0.1 0.48
H -0.3874 -2.2172 -5.6244 0.0 0.0 -0.1 0.39
H -1.6336 -4.1990 -4.8247 -0.1 -0.1 0.0 0.44
H -0.4859 -3.2915 -0.8203 0.0 0.0 0.1 0.49
H -1.8538 -0.7083 -1.4237 -0.1 -0.1 -0.1 0.53
H -3.7952 -0.4615 0.1011 -0.1 -0.1 0.0 0.44
H -3.6830 1.1606 1.9729 -0.1 0.0 0.0 0.49
H -0.5505 3.9395 3.7844 0.0 -0.1 -0.1 0.29
H 3.3510 2.2985 4.2004 0.1 0.0 -0.1 0.28
H 3.7000 2.8938 2.5670 0.0 -0.1 0.1 0.35
H 2.7728 0.9748 1.5117 0.1 0.0 0.1 -0.04
H 3.2001 0.1880 3.0608 0.0 0.0 0.0 0.51
H 0.2088 2.3693 0.6478 0.1 0.0 0.1 0.63
```
Positions in Å, forces in eV/Å.

Computed properties:
Highest occupied orbital energy = -8.880 eV
Orbital gap = 8.8 eV
Largest force on an atom = 1.3 eV Å⁻¹
Lowest unoccupied orbital energy = -0.1 eV
Calculated total energy = -2303.97666 Eh